[1]
{
  "formula": "C4H9N3",
  "method": "ωB97M-V/def2-TZVPD",
  "elements": ["C", "C", "C", "C", "N", "N", "N", "H", "H", "H", "H", "H", "H", "H", "H", "H"],
  "coordinates": [[-2.5950, -0.2047, -0.1966], [-1.1504, 1.5907, 0.1555], [0.3570, -0.8037, 1.1937], [0.4703, -1.0534, -1.2800], [-3.7487, -0.4275, -0.2960], [-1.3382, 0.1392, -0.0856], [-0.4085, -0.9276, -0.0455], [-1.0716, 2.2649, -0.7605], [-2.1225, 1.8284, 0.6720], [-0.2753, 1.5867, 0.8391], [-0.2220, -0.7277, 2.0557], [0.7678, -1.7274, 1.3759], [1.2284, -0.0892, 1.0335], [-0.1867, -0.7648, -2.0909], [1.4272, -0.2585, -1.2878], [0.9695, -2.0363, -1.4161]],
  "forces_ev_per_a": [[9.59, -0.39, 0.23], [0.42, -0.04, 0.68], [1.74, 1.17, -2.43], [1.65, 2.40, 1.10], [-7.95, -0.43, -0.54], [-5.04, 0.82, -1.63], [2.61, -0.65, -0.06], [0.27, -1.29, 1.04], [1.34, 0.35, -0.22], [-0.42, 1.18, -0.40], [-1.37, 1.20, 1.25], [1.46, -2.36, 0.03], [-1.06, -0.42, 0.81], [0.11, -0.34, -0.43], [-2.41, -1.68, 0.21], [-0.93, 0.47, 0.38]],
  "lowdin_spin": [0.482, 0.051, 0.023, 0.030, 0.842, 0.406, 0.091, 0.016, 0.014, 0.017, 0.008, 0.005, 0.003, 0.008, 0.001, 0.003],
  "energy_ha": -321.75876,
  "de_lowest_ev": 3.3639,
  "spin_multiplicity": 3,
  "s2": 2.019,
  "fmax_ev_per_a": 9.6,
  "lumo_ha": [0.02584, -0.08660],
  "homo_energy_ev": [-3.64, -9.71],
  "charge": 0,
  "orbital_gap_ha": [0.159, 0.270]
}

[2]
{
  "formula": "C25H27DyN5OS3",
  "method": "ωB97M-V/def2-TZVPD",
  "elements": ["Dy", "C", "C", "N", "C", "C", "C", "C", "C", "C", "C", "C", "C", "N", "C", "H", "H", "H", "H", "H", "H", "H", "H", "S", "C", "N", "C", "C", "S", "H", "H", "H", "H", "H", "C", "C", "O", "C", "C", "C", "C", "C", "C", "H", "H", "H", "H", "H", "H", "H", "H", "C", "N", "C", "N", "S", "H", "H", "H", "H", "H", "H"],
  "coordinates": [[-0.4229, 0.4651, 0.1641], [0.0777, 0.1151, 4.7616], [0.1229, 0.4907, 3.4223], [-0.4523, -0.2105, 2.4493], [-1.1060, -1.3604, 2.7750], [-1.2186, -1.8016, 4.1046], [-0.6048, -1.0257, 5.1056], [-1.9275, -3.0086, 4.3971], [-2.4520, -3.7582, 3.4047], [-2.3111, -3.3660, 2.0365], [-2.7840, -4.1623, 0.9757], [-2.5942, -3.7502, -0.3195], [-1.9632, -2.5298, -0.5495], [-1.5226, -1.7386, 0.4250], [-1.6669, -2.1595, 1.7163], [0.5723, 0.7228, 5.5056], [0.6456, 1.3958, 3.1296], [-0.6702, -1.3396, 6.1401], [-2.0259, -3.3113, 5.4315], [-2.9814, -4.6761, 3.6254], [-3.2835, -5.0982, 1.1936], [-2.9225, -4.3498, -1.1563], [-1.8147, -2.1852, -1.5664], [-1.4383, 0.5225, -2.4577], [-0.8535, 1.9949, -3.0499], [-1.2347, 2.5531, -4.1722], [-0.4822, 3.7252, -4.6264], [0.1291, 4.3434, -3.3742], [0.3665, 2.9227, -2.2341], [-1.8966, 2.0997, -4.7896], [-1.1468, 4.4273, -5.1255], [0.2837, 3.4084, -5.3370], [-0.5411, 5.0492, -2.8880], [1.0883, 4.8185, -3.5562], [4.0816, 0.3760, -0.1211], [2.8687, 1.1659, 0.1995], [1.7397, 0.6379, 0.0098], [2.9665, 2.5203, 0.7143], [1.8012, 3.2072, 1.0962], [1.8593, 4.4932, 1.5802], [3.0957, 5.1275, 1.7048], [4.2579, 4.4628, 1.3353], [4.1996, 3.1726, 0.8401], [3.8115, -0.6145, -0.4762], [4.7300, 0.2871, 0.7527], [4.6658, 0.8828, -0.8934], [0.8386, 2.7085, 1.0240], [0.9544, 5.0112, 1.8702], [3.1506, 6.1349, 2.0947], [5.2174, 4.9518, 1.4348], [5.1188, 2.6854, 0.5428], [-3.6366, 5.2093, 1.2928], [-4.1694, 3.9963, 0.6774], [-3.5005, 2.8980, 0.3902], [-4.1437, 1.8974, -0.2190], [-1.8296, 2.7697, 0.7992], [-4.4055, 5.6476, 1.9233], [-3.3493, 5.9331, 0.5300], [-2.7700, 4.9738, 1.9007], [-5.1556, 4.0192, 0.4557], [-5.1256, 1.9503, -0.4457], [-3.6791, 1.0355, -0.4113]],
  "forces_ev_per_a": [[-0.40, -0.06, -0.10], [0.00, 0.01, 0.08], [-0.05, 0.00, -0.10], [0.06, -0.09, 0.08], [-0.05, -0.08, 0.14], [0.04, 0.16, -0.24], [0.01, 0.04, -0.04], [-0.07, -0.13, 0.01], [0.00, -0.02, 0.16], [0.10, 0.22, -0.11], [0.02, 0.06, -0.04], [-0.04, -0.09, 0.05], [-0.01, 0.12, -0.04], [0.31, 0.33, -0.02], [-0.08, -0.15, 0.00], [-0.01, 0.00, 0.00], [-0.01, 0.02, 0.01], [0.00, -0.01, 0.00], [0.01, -0.01, -0.01], [0.02, 0.00, 0.01], [0.01, -0.01, -0.01], [-0.01, 0.02, -0.01], [0.01, 0.01, 0.00], [-0.14, -0.41, 0.22], [0.24, 0.34, 0.05], [-0.02, -0.04, -0.02], [0.14, 0.15, -0.10], [-0.06, -0.04, 0.27], [0.00, -0.03, -0.36], [-0.03, -0.09, 0.06], [-0.03, -0.02, 0.01], [-0.01, -0.05, 0.03], [0.00, 0.00, -0.02], [0.01, -0.02, -0.06], [0.03, -0.17, -0.13], [0.33, 0.15, -0.01], [-0.21, 0.00, 0.11], [-0.22, 0.11, 0.06], [0.11, -0.16, -0.02], [-0.13, 0.08, 0.06], [0.06, -0.17, -0.07], [0.06, 0.12, 0.04], [0.05, -0.11, -0.06], [-0.02, 0.01, 0.01], [-0.03, 0.04, 0.03], [-0.02, 0.02, 0.01], [0.04, 0.22, 0.02], [0.00, -0.03, 0.01], [-0.01, 0.01, 0.00], [-0.02, 0.01, -0.01], [-0.03, -0.03, 0.03], [0.08, 0.17, -0.01], [0.02, 0.03, 0.08], [-0.14, -0.20, -0.05], [-0.21, 0.21, 0.10], [0.19, -0.15, 0.03], [-0.02, -0.04, 0.00], [-0.03, -0.04, -0.01], [-0.03, -0.06, 0.05], [0.01, -0.04, -0.06], [0.00, 0.03, 0.02], [0.13, -0.15, -0.12]],
  "lowdin_spin": [5.063, 0.000, 0.000, -0.009, 0.000, 0.000, 0.000, 0.000, 0.000, 0.000, 0.000, 0.000, 0.000, -0.012, 0.000, 0.000, 0.000, 0.000, 0.000, 0.000, 0.000, 0.000, 0.000, -0.014, 0.000, 0.000, 0.000, 0.000, -0.002, 0.000, 0.000, 0.000, 0.000, 0.000, 0.000, 0.000, -0.015, 0.000, -0.001, 0.000, 0.000, 0.000, 0.000, 0.000, 0.000, 0.000, -0.001, 0.000, 0.000, 0.000, 0.000, 0.000, 0.000, 0.000, 0.001, -0.009, 0.000, 0.000, 0.000, 0.000, 0.000, 0.001],
  "energy_ha": -3396.81847,
  "de_lowest_ev": 0.0000,
  "spin_multiplicity": 6,
  "s2": 9.333,
  "fmax_ev_per_a": 0.5,
  "lumo_ha": [-0.32424, -0.32152],
  "homo_energy_ev": [-16.65, -16.65],
  "charge": 3,
  "orbital_gap_ha": [0.288, 0.290]
}